# 1
Below is the ion C8H15N2O2 with charge +1 at a distorted geometry, with properties calculated with the ωB97M-V functional and the def2-TZVPD basis.

Summary:
ΔE to the lowest compared entry with this formula, charge and spin, kJ/mol: 256.3
E_tot, eV: -15604.0634
HOMO, eV: -13.8
SMILES string: C[C@@H](O)COC(N1CC1)=[N+]1CC1
Frontier orbital gap, eV: 11.396
Net charge: +1

Positions of all 27 atoms, in Å:
C (-1.61, -2.07, -1.81)
C (-0.58, -2.04, -0.62)
O (0.60, -1.27, -0.95)
C (-1.15, -1.40, 0.66)
O (-1.29, -0.05, 0.59)
C (-0.12, 0.72, 0.61)
N (-0.02, 1.75, -0.16)
C (-0.73, 2.45, -1.14)
C (0.56, 2.94, -0.66)
N (0.73, 0.47, 1.52)
C (2.10, 0.86, 1.74)
C (1.58, -0.47, 2.15)
H (-1.12, -2.33, -2.73)
H (-2.09, -1.13, -1.97)
H (-2.42, -2.72, -1.74)
H (-0.25, -3.09, -0.26)
H (0.97, -1.55, -1.85)
H (-2.19, -1.65, 0.88)
H (-0.61, -1.58, 1.56)
H (-1.56, 3.03, -0.84)
H (-1.03, 2.04, -2.10)
H (1.49, 2.78, -1.09)
H (0.59, 3.79, -0.04)
H (2.20, 1.64, 2.55)
H (2.58, 1.05, 0.84)
H (1.89, -1.41, 1.67)
H (1.49, -0.77, 3.17)

=====

# 2
Below is a cluster of 2 separate species, C9H14 in total at a distorted geometry, with properties calculated with the ωB97M-V functional and the def2-TZVPD basis.

Summary:
ΔE to the lowest compared entry with this formula, charge and spin, kJ/mol: 189.8
E_tot, eV: -9558.2140
HOMO, eV: -8.7
SMILES string: Cc1ccccc1.CC
Frontier orbital gap, eV: 9.617
Net charge: 0

Positions of all 23 atoms, in Å:
C (1.71, -2.26, -1.49)
C (1.47, -0.83, -1.22)
C (0.82, 0.10, -2.01)
C (0.87, 1.40, -1.65)
C (1.54, 1.71, -0.43)
C (1.88, 0.83, 0.47)
C (2.02, -0.47, -0.02)
H (1.38, -2.84, -0.62)
H (2.84, -2.21, -1.68)
H (1.12, -2.73, -2.30)
H (0.21, -0.28, -2.85)
H (0.42, 2.12, -2.39)
H (1.69, 2.82, -0.24)
H (2.16, 0.99, 1.46)
H (2.57, -1.21, 0.52)
C (-4.06, 0.81, 2.64)
C (-4.17, -0.72, 2.48)
H (-4.75, 1.05, 3.44)
H (-3.13, 1.16, 3.20)
H (-4.16, 1.28, 1.72)
H (-3.30, -1.25, 2.40)
H (-4.70, -1.14, 1.57)
H (-4.82, -1.11, 3.24)